<one>
# H21O11

A cluster of 11 separate species, H21O11 in total (ωB97M-V with the def2-TZVPD basis set, the OMol25 dataset).

As for the LUMO energy: 2.9 eV. As for the net charge: -1. As for the spin multiplicity: 1.

Geometry as XYZ:
```
32
Properties=species:S:1:pos:R:3:nbo_charge:R:1
O -0.482 0.983 0.308 -1.30
H 0.316 0.446 -0.113 0.47
O 0.497 0.602 2.890 -0.95
H -0.091 0.779 3.569 0.49
H 0.160 0.709 2.124 0.49
O -1.302 -1.351 1.319 -0.99
H -0.962 -0.421 1.142 0.51
H -0.866 -1.716 2.206 0.46
O -0.284 -3.155 -0.608 -1.04
H -0.736 -3.043 -1.509 0.49
H -0.556 -2.405 0.100 0.53
O -2.676 1.513 1.491 -0.99
H -2.747 2.492 1.759 0.45
H -1.820 1.466 0.997 0.51
O 2.589 -0.283 1.519 -0.98
H 1.854 0.036 2.140 0.50
H 3.071 -0.818 2.061 0.45
O 1.880 -1.362 -0.978 -1.01
H 2.027 -1.150 -0.056 0.50
H 1.167 -1.975 -0.732 0.49
O -0.013 3.601 0.476 -1.00
H 0.654 3.617 1.088 0.44
H -0.136 2.562 0.497 0.50
O 0.388 1.429 -2.344 -0.97
H -0.017 1.318 -1.559 0.46
H 0.216 0.393 -2.548 0.45
O 0.589 -1.049 -3.381 -0.99
H 1.022 -1.065 -2.515 0.51
H 1.290 -0.600 -4.082 0.49
O -2.017 -0.659 -1.705 -0.98
H -1.624 -0.042 -1.105 0.50
H -1.391 -0.851 -2.448 0.47
```

---

<two>
# H21O11

A cluster of 11 separate species, H21O11 in total (ωB97M-V with the def2-TZVPD basis set, the OMol25 dataset).

As for the LUMO energy: 2.7 eV. As for the net charge: -1. As for the spin multiplicity: 1.

Geometry as XYZ:
```
32
Properties=species:S:1:pos:R:3:nbo_charge:R:1
O -0.252 0.564 -0.294 -1.19
H 0.203 -0.259 -0.013 0.47
O -1.847 0.452 -2.349 -0.97
H -1.298 1.026 -2.942 0.47
H -1.290 0.438 -1.569 0.46
O 3.437 -0.676 -1.170 -0.97
H 2.583 -0.215 -1.427 0.49
H 3.736 0.054 -0.547 0.45
O -2.577 -0.995 0.200 -0.94
H -1.883 -0.524 -0.181 0.48
H -3.195 -0.383 0.495 0.47
O 0.149 -3.546 0.397 -0.94
H 0.576 -2.799 0.874 0.47
H 0.238 -3.068 -0.518 0.44
O 1.470 1.823 0.754 -1.00
H 0.740 1.366 0.356 0.48
H 2.016 1.945 -0.057 0.45
O -1.574 1.560 1.986 -0.94
H -1.146 2.428 2.240 0.45
H -1.167 1.411 1.174 0.48
O -0.722 3.094 -1.251 -1.04
H -1.138 3.793 -0.684 0.48
H -0.669 2.050 -0.996 0.53
O 0.893 0.013 -2.368 -1.00
H 0.363 0.120 -1.478 0.47
H 0.736 -0.876 -2.341 0.44
O 1.196 -1.494 1.806 -0.99
H 2.027 -1.874 2.339 0.51
H 1.579 -0.491 1.565 0.53
O -1.114 -1.707 2.396 -1.00
H -1.803 -1.539 1.759 0.48
H -0.255 -1.687 1.843 0.45
```

---

Preferred: <one>; penalty for the next structure: 0.933 eV.